8
Properties=species:S:1:pos:R:3:mulliken_spin:R:1 method="wB97M-V/def2-TZVPD" spin_multiplicity=3 max_force_ev_per_a=5.80 e_above_lowest_kcal_mol=0.0 lumo_ev="-6.1 / -9.8" energy_ha=-401.2155 gap_ev="6.2 / 4.7" s2=2.03 charge=+1
H 1.65 0.61 -1.11 -0.01
O 1.14 1.13 0.81 0.32
O -1.20 -1.13 1.82 0.20
C 1.07 0.42 -0.19 -0.10
C 0.18 -0.73 -0.22 0.51
C -0.54 -0.91 0.91 0.06
H 0.07 -1.42 -1.05 0.01
Au -2.38 2.02 -0.97 1.01